Molecular formula: C4H7NO
Method: DFT, wB97M-V/def2-TZVPD

The energy above the lowest of the compared OMol25 structures with the same formula, charge and spin is 530.7 kJ/mol. For the highest occupied orbital energy, the calculation gives -8.25 eV. The SMILES is C=CN1CCO1. The calculation puts the strongest force on any atom at 4.63 eV/A. As for the total energy: -286.429512 a.u.

XYZ file:
```
13
Properties=species:S:1:pos:R:3:lowdin_charge:R:1
C 0.21 -2.02 0.94 -0.006
C 0.57 -1.24 -0.11 -0.236
N -0.16 -0.28 -0.73 -0.041
C -0.89 0.99 0.10 -0.022
C 0.19 1.82 -0.53 -0.187
O 0.73 0.75 -1.32 -0.145
H 0.63 -3.05 1.14 0.062
H -0.77 -2.05 1.32 0.025
H 1.42 -1.31 -0.70 0.095
H -0.75 0.93 1.14 0.072
H -2.03 0.98 -0.20 0.139
H -0.08 2.59 -1.29 0.133
H 0.92 1.89 0.26 0.111
```